The following is a DFT calculation (ωB97M-V/def2-TZVPD) of an isolated molecule of C32H43ClF4NO7PS2.

Values from the calculation:
**Gap between HOMO and LUMO**: 0.3047 Ha
**Lowest unoccupied orbital energy**: -0.006 Eh
**E_HOMO**: -0.31061 Ha

Structure (ORCA input):
```
! RIJCOSX wB97M-V def2-TZVPD def2/J DEFGRID3
* xyz 0 1
Cl 2.9541 -4.0030 2.8298
S -2.5242 -0.4361 2.1088
S -2.9806 2.8774 -2.3020
P 0.5070 -0.9575 3.5912
F -1.8302 1.8027 4.1543
F -3.5151 4.5918 2.3489
F -3.4825 3.1636 4.3984
F -3.8926 1.0732 4.0952
O 0.4026 0.4148 2.7384
O -6.2181 0.6280 1.7471
O -0.2154 -0.7257 4.9937
O 1.9431 -1.1971 3.8233
O -3.1229 1.6935 -3.1065
O -4.0348 3.8064 -2.6378
O -3.4178 4.8810 -0.2658
N -2.5951 0.1736 -0.8748
C -5.1102 0.0946 -1.4295
C 1.8843 0.6317 -1.8634
C 3.9755 -3.7393 0.3936
C 1.1562 -2.5790 -2.2220
C -2.7870 1.2616 0.0191
C -3.0436 2.2644 2.2186
C -0.7246 -1.2198 -1.3674
C -3.2093 3.6291 0.2706
C -3.8338 -0.6745 -1.0087
C -0.2887 -2.3702 2.6975
C -1.4120 -1.1112 0.8965
C 0.2733 -2.1173 -1.0613
C -3.2592 3.4886 1.6473
C 0.4289 -2.5605 0.2658
C 6.0768 2.4918 0.5977
C -1.4241 3.6448 -2.7606
C -0.4173 -2.0101 1.2223
C -6.7395 0.8653 0.4321
C 4.9909 0.7923 -0.8283
C -1.5663 -0.7272 -0.4085
C -6.2843 -0.2909 -0.4777
C 6.7592 0.0262 0.8318
C 2.8224 -3.1504 1.2241
C 4.3369 -0.5860 -0.9649
C -2.8111 1.1742 1.3960
C -2.9779 2.5365 -0.5305
C 1.5013 -1.4968 -3.2714
C -3.0795 2.0738 3.7255
C 1.4895 -3.6228 0.5727
C 2.5065 -0.3941 -2.8508
C 3.8915 -0.9513 -2.3969
C 5.8829 1.0541 0.1318
H 4.9490 -3.5927 0.8676
H 1.7047 -4.2004 -0.3258
H 3.8492 -2.0500 -2.4370
H 5.4452 3.1778 0.0305
H -0.8711 -0.8921 -2.3904
H 1.1881 0.4327 2.1739
H 1.7061 0.1908 -0.8796
H 2.7007 0.1916 -3.7619
H 4.6606 1.5545 -1.5341
H 2.9032 -2.0721 1.3476
H -7.8378 0.8678 0.4608
H -3.9482 -1.2477 -0.0807
H 6.2448 -0.9144 1.0466
H 5.8969 2.5682 1.6746
H 0.4288 -3.1858 2.7880
H -7.1286 -0.6268 -1.0921
H 0.9149 0.9176 -2.2910
H 3.9431 -3.3794 -0.6401
H -6.3654 1.8245 0.0468
H -0.6110 3.0493 -2.3344
H 7.6240 -0.1588 0.1863
H 7.0655 0.4289 1.8026
H -6.0406 -1.1470 0.1604
H 3.8206 -4.8241 0.3299
H 2.0485 -3.0948 -1.8646
H 0.5779 -3.3470 -2.7619
H 2.5170 1.5185 -1.7873
H 0.4542 -0.3907 5.6080
H -4.9744 1.1697 -1.5182
H 5.1118 -1.3096 -0.6909
H -1.4267 4.6790 -2.4110
H 7.1378 2.7462 0.4396
H -4.3577 4.9088 -0.4991
H -1.2480 -2.5752 3.1824
H 1.9776 -2.0311 -4.1069
H -5.3899 -0.2891 -2.4148
H 3.5372 -0.6740 -0.2249
H 4.6932 -0.6617 -3.0848
H 0.6242 -0.9894 -3.6826
H 1.0215 -4.3282 1.2669
H -6.5335 1.3529 2.2999
H -1.3988 3.5949 -3.8504
H -3.5999 -1.4057 -1.7912
*
```

The following is a DFT calculation (ωB97M-V/def2-TZVPD) of a structure of composition C12H14N2PRe.

Values from the calculation:
**Gap between HOMO and LUMO (spin up / spin down)**: 0.2444 / 0.2766 Ha
**Lowest unoccupied orbital energy (spin up / spin down)**: -0.160 / -0.159 Eh
**E_HOMO (spin up / spin down)**: -0.40401 / -0.43571 Ha
**ΔE to the lowest compared entry with this formula, charge and spin**: 0.000 eV

Structure (ORCA input):
```
! RIJCOSX wB97M-V def2-TZVPD def2/J DEFGRID3
* xyz 1 4
Re 0.1401 0.2198 -0.0197
P 1.3980 -1.7527 0.2214
N -0.0866 0.2064 2.2047
N -0.8091 1.0986 4.0837
C -0.3731 -0.1668 4.4339
C -1.4059 1.3716 -0.2192
C -0.1657 -0.6583 5.7138
C 0.7915 -1.9668 3.3726
C 0.5410 -1.8651 5.8128
C 0.0891 -0.7694 3.2589
C 1.0130 -2.4978 4.6524
C -1.2855 2.2633 -1.3148
C -0.7106 1.9659 -2.5477
C -0.0840 0.7649 -2.8256
C -0.6235 1.2834 2.7508
C 0.1335 -0.2679 -1.8937
H -0.7694 2.7119 -3.3463
H -0.9099 2.1856 2.2255
H 2.6197 -1.7910 0.9754
H -2.1712 1.6579 0.5235
H 0.2982 0.5976 -3.8336
H 0.4968 -1.1871 -2.3760
H 1.1681 -2.4677 2.4854
H 0.8461 -3.0286 0.5744
H 1.5654 -3.4254 4.7669
H -0.5509 -0.0838 6.5610
H -1.6896 3.2692 -1.1775
H 1.9629 -2.2167 -1.0009
H 0.7286 -2.3128 6.7921
H -1.1787 1.7717 4.7441
*
```

The following is a DFT calculation (ωB97M-V/def2-TZVPD) of a cluster of 9 separate species, C69H149N7O9 in total.

Values from the calculation:
**Gap between HOMO and LUMO (spin up / spin down)**: 0.2363 / 0.0954 Ha
**Lowest unoccupied orbital energy (spin up / spin down)**: -0.095 / -0.236 Eh
**E_HOMO (spin up / spin down)**: -0.33136 / -0.33136 Ha
**ΔE to the lowest compared entry with this formula, charge and spin**: 4.353 eV

Structure (ORCA input):
```
! RIJCOSX wB97M-V def2-TZVPD def2/J DEFGRID3
* xyz 1 2
O -0.9376 -1.7938 -2.8404
O -3.4607 -5.9196 -3.0735
O -0.2791 -0.1435 -4.9787
O 5.2654 -4.1946 -1.1785
O -5.4017 -3.0478 5.3295
O -5.2019 5.8837 -1.4417
O 3.1833 -0.7019 6.8477
O 0.8346 4.9037 -2.5238
O 5.0053 -0.9231 -2.6577
N 3.2059 -0.2214 5.6035
N 5.6233 -5.0686 -0.1430
N -4.0798 -5.1386 -2.0449
N -0.5697 -0.8330 -1.9438
N -4.7004 -1.9017 5.4491
N 1.4276 5.8306 -1.7172
N -4.6270 6.0328 -2.6559
C 2.9573 1.2156 5.5205
C -4.6081 0.5425 5.8040
C 8.0628 -4.4872 -0.2688
C 4.1534 -2.8533 -3.9501
C -3.2094 0.5031 5.1115
C -2.5594 -3.2416 4.9773
C 0.5722 -1.1947 -1.0260
C -3.2037 7.5325 -4.2423
C 3.8912 5.4973 -2.5725
C -5.8991 -3.4838 -1.4991
C 5.7986 -1.1716 -5.0126
C -2.3940 -5.5910 -0.2892
C -4.4972 -4.4842 0.2592
C -3.8484 -5.6314 -0.6598
C 5.6410 -3.1070 1.4412
C -0.0226 5.1802 0.0966
C 1.7072 -1.5889 -2.0235
C -6.2475 -0.3989 4.1752
C -2.8520 4.3462 -2.0527
C -2.3412 6.2859 -4.4275
C 0.9476 0.3751 -5.4659
C -1.7606 -0.1380 -1.3802
C -4.9914 8.6052 -2.7413
C 7.1611 -5.9813 2.2618
C -4.9585 -3.5583 -3.7887
C 5.7811 -5.4056 2.4781
C -3.4118 -1.9619 4.7644
C -6.5330 -0.8650 6.8014
C 7.2845 -6.6017 0.7960
C -3.6292 -1.9071 3.1714
C 3.7014 -4.6727 1.2873
C 3.2518 1.6876 4.0535
C 0.9638 0.1642 -0.2798
C -6.4100 -5.4462 -2.9071
C 1.8374 6.5996 0.5077
C -2.7071 0.3145 -2.4837
C 3.1996 7.2157 0.0848
C -2.5210 -0.8652 -0.2651
C -3.9511 4.8147 -3.0554
C 1.4614 5.3686 -0.3059
C 2.8221 0.7357 2.9686
C 4.6261 -1.3651 -3.9752
C 3.1178 7.6577 -1.4091
C 0.7540 0.4680 -6.9951
C 0.3855 -2.2811 -0.1001
C -3.2822 5.0386 -4.4202
C 2.1550 7.2250 -3.7324
C 3.8913 2.0817 6.5226
C 7.1967 -6.3930 -1.6490
C -5.8926 -3.9875 -0.0740
C -4.8881 3.5937 -3.1770
C -2.4908 -0.8419 5.2944
C 3.1942 -2.6547 4.9702
C 5.2117 -4.6383 1.2344
C 2.3171 4.1724 -0.1471
C 1.1763 1.6841 -4.7745
C -0.1159 0.9590 0.3582
C 1.5003 1.6028 6.0023
C -3.9531 7.4278 -2.8302
C 3.1242 -0.7895 3.3184
C 2.6042 6.4816 -2.3859
C -2.8612 7.6613 -1.7737
C -5.3473 -4.4616 -2.5398
C -1.2439 1.1122 -0.7725
C 2.6482 -1.2493 4.6983
C 1.1004 -1.4675 4.6620
C -5.5532 -0.6718 5.5219
C 6.9887 -5.5553 -0.3726
C -4.5791 -6.9175 -0.3906
H -1.4396 6.2219 -3.8183
H 1.5123 0.8128 -0.9628
H -1.9838 4.9993 -2.1406
H -4.3065 -3.9168 -4.5852
H 2.5938 -1.7850 -1.4206
H -2.0154 -4.5706 -0.2300
H -3.8709 -3.5921 0.2493
H 1.3584 -2.3811 0.3813
H 1.5041 -2.4284 -2.6885
H -0.2138 4.5093 0.9341
H 1.4948 2.6484 6.3103
H 3.5617 4.5136 -2.9070
H -0.2851 -1.9757 0.7030
H -2.1275 -0.8934 6.3208
H 2.8689 8.0139 -3.9692
H -2.4383 8.3070 -4.1918
H 0.3015 1.4056 -7.3179
H 3.3297 -5.6864 1.1373
H 5.0231 -3.5033 -3.8540
H -4.3990 2.6444 -3.3951
H -4.1688 -1.0427 2.7845
H -7.3112 -5.1241 -3.4288
H 7.8900 -7.2267 -1.5377
H 1.9345 -0.7667 -2.7021
H -0.0630 4.9302 -2.1843
H -2.2467 -3.4889 5.9918
H -5.8470 -3.2504 -4.3400
H -2.8985 4.0761 -4.7584
H -3.2713 0.6427 4.0322
H 7.2798 -6.7872 2.9861
H -1.6864 -6.1360 -0.9140
H -4.0687 -6.6620 -3.0982
H -0.5927 0.6229 1.2790
H 3.0664 4.2771 0.6376
H 0.3004 2.2734 -5.0458
H -1.6063 -0.8624 4.6577
H 1.6704 3.4108 0.2886
H 5.6379 -1.4607 -6.0513
H -6.5962 -4.8168 -0.0016
H 2.5730 8.5979 -1.3230
H 6.6449 -3.0385 1.8601
H -6.1370 -3.3713 0.7913
H 3.3889 -4.0376 0.4585
H 1.2603 7.8148 -3.5330
H -3.4987 -0.4972 0.0461
H -2.7276 8.7421 -1.7293
H -6.6443 -6.0917 -2.0606
H 2.0005 6.4802 -4.5130
H 8.1532 -4.0221 0.7129
H 5.0736 -6.1164 2.9050
H 3.8604 6.3728 0.2877
H 4.1682 -1.0953 3.2502
H -3.4062 4.2107 -1.1239
H 7.6785 -3.7374 -0.9603
H 1.1964 1.1243 6.9333
H -4.4951 9.5284 -3.0406
H -2.9365 -4.1894 4.5931
H 3.0062 -3.3449 4.1477
H 3.7240 -0.7990 -4.2072
H 1.7414 0.8229 2.8558
H 6.1014 -0.1252 -4.9737
H 3.2181 -3.9430 1.9370
H -5.0200 -3.5956 6.0193
H 4.5836 -4.6120 -1.7100
H -5.6411 -6.7224 -0.2417
H -5.5763 3.6493 -4.0205
H 4.6322 5.9638 -3.2216
H -2.2598 3.4935 -2.3846
H 5.0379 -2.5376 2.1483
H 3.0926 1.0311 1.9548
H -2.6270 -1.9099 -0.5574
H -0.5388 4.5829 -0.6550
H 0.0609 -0.2320 -7.4616
H -5.1065 1.3092 5.2108
H -5.7143 -0.0615 3.2864
H -4.2446 -2.7571 2.8766
H 4.2838 -2.6246 4.9771
H 3.4799 2.0678 7.5319
H 7.9549 -5.2467 2.3970
H 0.2671 1.9627 0.5423
H -2.1674 0.7755 -3.3110
H -5.4191 3.4513 -2.2358
H -3.4688 -0.3968 -2.8029
H -3.3444 1.1639 -2.2381
H -0.5213 6.1179 0.3416
H -1.6535 -3.1218 4.3831
H -6.9035 0.4363 4.4204
H -3.9798 5.2563 -5.2290
H 3.3907 8.0805 0.7201
H 1.6665 0.4462 -7.5910
H -5.3263 -2.5577 -1.4499
H 1.8364 -0.0973 0.3186
H 1.7315 -0.3619 -5.2915
H -5.8308 8.4822 -3.4257
H 2.0097 6.3231 1.5478
H 3.6577 -3.3447 -4.7874
H 0.7253 1.3870 5.2669
H 6.5732 -1.8822 -4.7244
H 4.9416 1.7919 6.4909
H -4.7574 0.8880 6.8270
H -2.5692 1.3517 5.3527
H -2.0036 6.2557 -5.4634
H 8.2843 -6.9467 0.5323
H -5.9720 -1.0428 7.7189
H 4.3555 5.2610 -1.6150
H -4.0073 7.6033 -4.9753
H 0.6106 -0.6331 4.1600
H -0.2718 -0.3504 -4.0413
H 1.2529 1.5984 -3.6905
H 0.0670 -3.2311 -0.5294
H 3.8437 3.0421 6.0093
H -2.0760 1.7891 -0.5786
H -5.8426 -6.0520 -3.6138
H -4.4941 -7.6912 -1.1537
H -7.2911 -1.6444 6.7245
H 2.8286 3.7661 -1.0196
H -4.2541 -7.3162 0.5703
H -6.9244 -3.2285 -1.7670
H 0.7123 -1.5495 5.6773
H -6.0650 5.5430 -1.6876
H -2.6232 -2.0059 2.7636
H 1.9968 2.2693 -5.1896
H 7.5067 -5.8586 -2.5470
H 5.6074 -2.4682 0.5587
H -4.4923 -4.6244 1.3401
H -7.0553 0.0909 6.7602
H 6.2249 -6.8461 -1.8453
H -0.8458 1.7447 -1.5659
H -1.9535 7.0684 -1.8858
H 4.1058 -0.9273 6.9886
H 5.9262 -4.6987 3.2950
H 9.0703 -4.8687 -0.4341
H 2.6971 -1.4031 2.5252
H 4.3096 1.8361 3.8364
H 6.7835 -7.5595 0.9360
H -4.6112 -2.5426 -3.5991
H 3.5548 -3.1299 -3.0822
H -2.3766 -5.9634 0.7350
H 4.1597 7.8427 -1.6708
H 2.8014 2.6753 3.9548
H -5.5232 8.7585 -1.8023
H 0.6819 -2.3458 4.1706
H -1.3424 -2.4443 -2.2619
H 1.0965 7.3142 0.8662
H -1.8994 -0.9279 0.6281
H 5.7732 -1.4540 -2.4339
H -3.2301 7.3585 -0.7937
H 3.0606 -3.0970 5.9574
H -6.9567 -1.1568 3.8427
*
```

The following is a DFT calculation (ωB97M-V/def2-TZVPD) of a cluster of 2 separate species, CH3O3 in total.

Values from the calculation:
**Gap between HOMO and LUMO (spin up / spin down)**: 0.3684 / 0.3170 Ha
**Lowest unoccupied orbital energy (spin up / spin down)**: -0.261 / -0.353 Eh
**E_HOMO (spin up / spin down)**: -0.62959 / -0.67022 Ha
**ΔE to the lowest compared entry with this formula, charge and spin**: 0.589 eV

Structure (ORCA input):
```
! RIJCOSX wB97M-V def2-TZVPD def2/J DEFGRID3
* xyz 1 3
O 3.9172 -0.0915 0.0764
O 1.9233 0.2135 -0.5958
O 2.7344 -0.1127 0.3489
C 0.0691 -0.2479 0.1726
H 0.0989 -0.5987 -0.8448
H 0.4491 -1.0216 0.8744
H -0.3536 0.6811 0.5591
*
```

The following is a DFT calculation (ωB97M-V/def2-TZVPD) of an isolated molecule of C5H4F4.

Values from the calculation:
**Gap between HOMO and LUMO**: 0.3843 Ha
**Lowest unoccupied orbital energy**: 0.032 Eh
**E_HOMO**: -0.35236 Ha
**ΔE to the lowest compared entry with this formula, charge and spin**: 1.897 eV
**SMILES string**: F[C@@H](C1=CC1)C(F)(F)F

Structure (ORCA input):
```
! RIJCOSX wB97M-V def2-TZVPD def2/J DEFGRID3
* xyz 0 1
F 4.2745 -0.0243 -0.2793
F 2.8573 1.4598 -0.7452
F 2.9005 0.5355 1.2310
F 2.0729 -1.9211 0.1085
C -1.0651 -0.4428 0.1794
C 0.4345 -0.1364 -0.0806
C 1.9820 -0.7618 -0.5268
C -0.2508 0.8151 0.4560
C 2.9599 0.2894 -0.0766
H 2.1009 -0.9430 -1.6751
H -1.3788 -0.8173 1.1306
H -1.6372 -0.5161 -0.7983
H -0.1062 1.5609 1.1395
*
```

The following is a DFT calculation (ωB97M-V/def2-TZVPD) of a structure of composition C26H28N3RuS3Sb2.

Values from the calculation:
**Gap between HOMO and LUMO (spin up / spin down)**: 0.2515 / 0.2365 Ha
**Lowest unoccupied orbital energy (spin up / spin down)**: -0.029 / -0.052 Eh
**E_HOMO (spin up / spin down)**: -0.28076 / -0.28865 Ha
**ΔE to the lowest compared entry with this formula, charge and spin**: 1.284 eV

Structure (ORCA input):
```
! RIJCOSX wB97M-V def2-TZVPD def2/J DEFGRID3
* xyz 0 2
Sb -1.8124 0.7506 -1.0736
Sb 2.1902 0.4037 -0.4930
Ru -1.9473 -1.1272 1.0344
S -2.7445 -2.7860 2.3149
S -0.9306 0.1009 2.5412
S -4.0257 -0.1833 1.0853
N -0.1456 -2.3254 1.0900
N -7.2801 -0.3784 2.8076
N -5.5539 -3.7331 4.5066
C 2.9433 2.1859 0.4358
C -0.5534 3.3422 -3.4118
C 0.0595 -3.3830 0.3337
C -4.8775 -1.1390 2.2465
C 1.9715 -4.0458 1.6308
C -0.6528 0.9059 -2.9418
C 1.5342 2.3001 -2.7998
C 2.1183 3.5705 -2.8672
C 1.3933 4.6989 -3.1875
C 0.4444 -0.9183 2.9295
C -4.3226 -2.2538 2.7877
C 1.7872 -2.8980 2.4413
C 2.6361 -2.5704 3.5210
C -1.2422 2.5638 -0.1180
C 2.3910 -1.4490 4.2649
C -0.8632 -3.6396 -0.8168
C 0.0475 4.5830 -3.4729
C -6.2089 -0.7239 2.5738
C 4.0824 -0.6011 -0.5549
C -5.0209 -3.0654 3.7370
C 1.1233 -4.2826 0.5966
C 0.1513 2.1840 -3.0544
C 0.6953 -2.0626 2.1406
C 1.2923 -0.6218 3.9712
C 2.4151 1.1513 -2.4908
C -3.6439 1.4441 -1.9105
H 3.0365 -1.1954 5.0953
H 3.9924 -1.5699 -1.0356
H -1.4364 0.8896 -3.7032
H -4.3851 1.5588 -1.1232
H -1.4169 -2.7367 -1.0742
H 2.7537 2.1588 1.5070
H 4.4435 -0.7449 0.4528
H -1.0345 3.3380 -0.8567
H -1.5846 -4.4173 -0.5585
H -4.0175 0.7406 -2.6523
H 4.7988 0.0111 -1.1041
H 4.0145 2.2800 0.2589
H 3.4723 -3.2194 3.7483
H 3.4592 1.4462 -2.6019
H -1.6105 3.2565 -3.6396
H -0.5343 5.4530 -3.7467
H 3.1826 3.6578 -2.6785
H 1.0994 0.2545 4.5773
H -0.0557 0.0044 -3.0538
H 2.7899 -4.7218 1.8473
H -2.0773 2.8661 0.5148
H -3.4494 2.4091 -2.3757
H -0.3724 2.3890 0.5110
H 1.8839 5.6622 -3.2322
H 1.2395 -5.1498 -0.0392
H -0.3017 -3.9752 -1.6893
H 2.2297 0.3087 -3.1577
H 2.4295 3.0489 0.0122
*
```

The following is a DFT calculation (ωB97M-V/def2-TZVPD) of a structure of composition C4H5NO2.

Values from the calculation:
**Gap between HOMO and LUMO**: 0.3300 Ha
**Lowest unoccupied orbital energy**: -0.010 Eh
**E_HOMO**: -0.33993 Ha
**ΔE to the lowest compared entry with this formula, charge and spin**: 4.068 eV

Structure (ORCA input):
```
! RIJCOSX wB97M-V def2-TZVPD def2/J DEFGRID3
* xyz 0 1
O 1.3629 0.4180 1.6403
O 2.9568 -0.3487 -0.6522
N -0.3979 -0.1424 0.2980
C 1.7915 -0.6086 -0.5271
C -0.9990 0.1143 -0.9356
C 0.9424 -0.0307 0.6027
C -1.4427 0.4773 0.9117
H -1.1148 1.1015 -1.3575
H 1.2547 -1.3173 -1.1960
H -1.2009 1.2780 1.6315
H -1.1687 -0.7519 -1.5915
H -2.4104 0.0102 0.9833
*
```

The following is a DFT calculation (ωB97M-V/def2-TZVPD) of a cluster of 2 separate species, C6H12NO3P in total.

Values from the calculation:
**Gap between HOMO and LUMO**: 0.3526 Ha
**Lowest unoccupied orbital energy**: 0.026 Eh
**E_HOMO**: -0.32623 Ha
**ΔE to the lowest compared entry with this formula, charge and spin**: 4.883 eV
**SMILES string**: C/C(P)=N\O.C1=CCOOC1

Structure (ORCA input):
```
! RIJCOSX wB97M-V def2-TZVPD def2/J DEFGRID3
* xyz 0 1
P 2.5944 -1.1263 0.7283
O -2.7146 0.1897 -0.7187
O -3.0434 -0.1206 0.6491
O 0.1931 1.9919 1.1237
N 0.9844 0.8221 1.3063
C -2.4312 -1.3610 0.9664
C -1.0681 -1.5531 0.3447
C -0.6072 -0.7043 -0.6145
C 1.6166 0.4116 0.2781
C -1.4596 0.4835 -0.9630
C 1.8152 1.1202 -1.0595
H 3.6676 -0.4243 1.5078
H 2.3993 0.4532 -1.7600
H -1.0516 1.4532 -0.6302
H -0.9232 -2.5902 0.4466
H 3.3300 -0.9830 -0.4383
H 2.5413 2.0356 -0.9308
H 0.9119 1.6391 -1.5105
H -2.4854 -1.4013 2.0070
H -0.0896 2.3691 2.0003
H -1.3413 0.4838 -2.0961
H -3.0351 -2.1168 0.5732
H 0.1964 -1.0721 -1.2098
*
```